1.
{"formula": "C7H12AuBrN2O7P2", "method": "ωB97M-V with the def2-TZVPD basis set", "relative_energy_ev": 0.492, "orbital_gap_ev": 9.34, "total_charge": 0, "total_energy_ev": -117084.359, "spin_multiplicity": 1, "lumo_ha": 0.0072, "symbols": ["Au", "N", "C", "C", "P", "O", "O", "O", "P", "O", "O", "O", "H", "H", "H", "H", "H", "H", "H", "H", "O", "C", "C", "C", "N", "C", "Br", "C", "H", "H", "H", "H"], "coordinates": [[-1.7420, 0.2376, -1.9671], [2.1476, -2.5288, -0.6376], [0.8633, -1.7334, -0.7573], [0.0373, -1.9089, 0.5106], [0.0873, -2.3353, -2.3226], [-1.0074, -3.3774, -1.7445], [1.1723, -3.0120, -3.0709], [-0.6926, -1.2210, -3.0127], [1.5118, 0.0320, -0.8080], [2.1098, 0.1236, -2.3033], [2.6628, -0.0592, 0.1360], [0.3641, 0.9698, -0.6355], [2.0188, -3.3856, -0.1040], [2.8209, -1.8797, -0.1772], [2.4193, -2.7808, -1.6039], [-0.2449, -2.9522, 0.6629], [-0.8760, -1.3187, 0.4351], [0.5987, -1.5442, 1.3738], [-1.7823, -3.4305, -2.3160], [1.4482, 0.4273, -2.9370], [-0.1384, 4.6703, 2.1258], [-0.7402, 3.4779, 1.9448], [-0.5479, 2.3863, 2.7856], [-1.2151, 1.2112, 2.5021], [-2.0308, 1.0624, 1.4566], [-2.1625, 2.1086, 0.6908], [-3.2515, 1.8333, -0.8876], [-1.5844, 3.3462, 0.8489], [0.4549, 4.6320, 2.8841], [0.1161, 2.4480, 3.6383], [-1.0878, 0.3417, 3.1349], [-1.7297, 4.1595, 0.1550]], "atomic_forces_ev_per_a": [[-0.2, -0.1, 0.0], [0.0, 0.0, 0.0], [0.0, 0.0, 0.0], [0.0, 0.0, 0.0], [0.1, -0.2, 0.2], [0.0, 0.1, -0.1], [-0.1, 0.1, 0.0], [0.1, 0.2, 0.0], [-0.1, 0.0, -0.1], [0.0, 0.1, 0.1], [0.0, 0.0, 0.0], [0.0, -0.1, 0.0], [0.0, 0.0, 0.0], [0.0, 0.0, 0.0], [0.0, 0.0, 0.0], [0.0, 0.0, 0.0], [0.0, 0.0, 0.0], [0.0, 0.0, 0.0], [0.0, 0.0, 0.0], [0.0, -0.1, 0.0], [0.0, 0.0, 0.0], [0.0, 0.0, 0.0], [0.0, 0.0, 0.0], [0.0, 0.0, 0.0], [0.0, 0.0, 0.0], [0.1, 0.0, 0.1], [0.0, 0.0, 0.0], [0.0, 0.0, 0.0], [0.0, 0.0, 0.0], [0.0, 0.0, 0.0], [0.0, 0.0, 0.0], [0.0, 0.0, 0.0]]}


2.
{"formula": "C31H55NO13", "method": "ωB97M-V with the def2-TZVPD basis set", "smiles": "CCCCOC1=CC(=O)C=C(CN)C1=O.CCOC(C)=O.CCOC(C)=O.CCOC(C)=O.CCOC(C)=O.CCOC(C)=O", "orbital_gap_ev": 8.46, "total_charge": 0, "total_energy_ev": -61144.911, "spin_multiplicity": 1, "lumo_ha": -0.0229, "symbols": ["C", "C", "C", "C", "O", "C", "C", "C", "O", "C", "C", "C", "N", "C", "O", "H", "H", "H", "H", "H", "H", "H", "H", "H", "H", "H", "H", "H", "H", "H", "C", "C", "O", "C", "C", "O", "H", "H", "H", "H", "H", "H", "H", "H", "C", "C", "O", "C", "C", "O", "H", "H", "H", "H", "H", "H", "H", "H", "C", "C", "O", "C", "C", "O", "H", "H", "H", "H", "H", "H", "H", "H", "C", "C", "O", "C", "C", "O", "H", "H", "H", "H", "H", "H", "H", "H", "C", "C", "O", "C", "C", "O", "H", "H", "H", "H", "H", "H", "H", "H"], "coordinates": [[-1.2598, -4.4133, 6.7197], [0.1560, -4.5323, 7.2619], [1.1696, -4.9432, 6.1987], [2.6070, -4.7186, 6.6895], [3.2471, -3.5807, 6.0938], [2.8876, -2.3785, 6.6196], [3.3850, -1.8688, 7.7519], [2.9284, -0.5128, 8.1830], [2.6910, -0.2347, 9.3411], [2.7349, 0.4468, 7.0528], [2.2349, -0.0444, 5.9161], [2.0062, 0.7077, 4.6452], [3.2642, 0.6639, 3.8590], [1.8824, -1.5089, 5.8951], [0.8625, -1.9280, 5.3899], [-1.9753, -4.2121, 7.5126], [-1.5444, -5.3423, 6.2290], [-1.3245, -3.6230, 5.9752], [0.1419, -5.3336, 8.0046], [0.4739, -3.6416, 7.7980], [1.0618, -5.9978, 5.9550], [1.0538, -4.3911, 5.2702], [2.6716, -4.6978, 7.7768], [3.1990, -5.5699, 6.3641], [4.1240, -2.3920, 8.3398], [3.0109, 1.4865, 7.1422], [1.6914, 1.7324, 4.8093], [1.2498, 0.1586, 4.0851], [3.0246, 0.5361, 2.8751], [3.7604, -0.1819, 4.1161], [2.1491, -2.6934, -1.4661], [2.0230, -2.6778, 0.0430], [2.3996, -1.4137, 0.5978], [1.5527, -0.3785, 0.6921], [0.2382, -0.4174, -0.0382], [1.9031, 0.5944, 1.3140], [1.4777, -1.9725, -1.9334], [1.9152, -3.6842, -1.8571], [3.1648, -2.4305, -1.7617], [1.0248, -2.9633, 0.3774], [2.7151, -3.3960, 0.4795], [0.3610, 0.0657, -1.0060], [-0.4955, 0.1366, 0.5409], [-0.1649, -1.4153, -0.1825], [-2.1698, -2.9914, -4.3513], [-2.3417, -2.9749, -2.8465], [-1.9885, -1.7055, -2.2819], [-2.8434, -0.6701, -2.2010], [-4.1515, -0.7225, -2.9516], [-2.5107, 0.3034, -1.5811], [-2.8347, -2.2742, -4.8348], [-2.3836, -3.9821, -4.7504], [-1.1587, -2.7201, -4.6155], [-3.3457, -3.2677, -2.5332], [-1.6557, -3.6892, -2.3919], [-4.0164, -0.2447, -3.9208], [-4.8921, -0.1660, -2.3829], [-4.5402, -1.7272, -3.0978], [1.7340, 4.9302, 1.1153], [0.3885, 5.6091, 0.9664], [0.0224, 5.7800, -0.4083], [-0.5842, 4.8226, -1.1351], [-0.6570, 3.4187, -0.5906], [-0.9917, 5.1026, -2.2304], [1.7253, 3.9206, 0.7041], [2.0154, 4.8679, 2.1665], [2.4992, 5.4928, 0.5802], [-0.3993, 5.0892, 1.5131], [0.4366, 6.6179, 1.3734], [0.1936, 2.8503, -0.9642], [-1.5757, 2.9549, -0.9428], [-0.6758, 3.3667, 0.4953], [-1.6817, 8.4542, -3.1785], [-1.8271, 8.4427, -1.6728], [-1.4497, 9.6995, -1.0908], [-2.2884, 10.7418, -0.9812], [-3.6065, 10.7150, -1.7216], [-1.9475, 11.7020, -0.3463], [-2.3416, 9.1894, -3.6426], [-1.9138, 7.4712, -3.5864], [-0.6604, 8.7167, -3.4540], [-2.8309, 8.1547, -1.3552], [-1.1446, 7.7104, -1.2512], [-3.4772, 11.2098, -2.6830], [-4.3367, 11.2670, -1.1352], [-4.0058, 9.7167, -1.8832], [-0.9681, -6.3867, -9.5405], [0.0235, -5.2452, -9.4557], [-0.3336, -4.3010, -8.4422], [0.0033, -4.4424, -7.1502], [0.5547, -5.7618, -6.6633], [-0.2052, -3.5320, -6.3946], [-0.9954, -6.9662, -8.6173], [-0.7081, -7.0576, -10.3593], [-1.9728, -5.9999, -9.7099], [1.0472, -5.5946, -9.3149], [0.0131, -4.6802, -10.3859], [-0.2680, -6.3657, -6.2822], [1.2512, -5.5612, -5.8533], [1.0923, -6.3266, -7.4209]], "atomic_forces_ev_per_a": [[0.2, 0.1, -0.1], [-0.4, -0.7, -0.1], [0.5, 0.4, 0.5], [-0.1, -1.0, -0.7], [-0.4, 0.3, 0.3], [0.2, 0.3, 0.4], [-0.1, -0.2, -0.4], [-0.1, 0.2, 0.3], [0.4, -0.1, -0.4], [-0.1, -0.4, -0.5], [-0.2, 0.2, 0.3], [0.4, -0.6, -0.5], [0.0, -0.1, 0.1], [-0.1, -0.1, -0.1], [0.6, 0.1, -0.1], [-0.1, 0.0, 0.0], [-0.1, -0.1, 0.0], [0.0, 0.1, 0.0], [0.1, 0.0, 0.2], [0.0, 0.3, -0.1], [-0.2, -0.2, 0.0], [-0.1, 0.1, -0.1], [0.0, 0.3, 0.1], [0.3, 0.1, -0.1], [-0.1, -0.1, 0.3], [-0.2, 0.1, 0.3], [0.0, 0.1, 0.1], [-0.5, 0.3, 0.1], [0.1, 0.3, 0.2], [0.2, 0.0, 0.0], [0.0, 0.2, -0.1], [0.0, -0.2, -0.2], [0.2, -0.1, 0.3], [-0.2, 0.2, -0.3], [-0.2, -0.2, 0.4], [0.0, 0.0, -0.1], [-0.1, -0.1, 0.0], [0.0, 0.0, 0.0], [0.0, -0.1, 0.0], [0.0, 0.1, 0.0], [0.1, 0.1, 0.1], [-0.1, 0.0, 0.0], [0.1, 0.2, -0.1], [0.1, 0.0, -0.2], [-0.3, 0.3, 0.3], [-0.1, -0.2, -0.3], [0.2, -0.1, 0.3], [-0.1, 0.1, -0.3], [-0.2, -0.3, 0.3], [0.1, 0.0, 0.1], [-0.1, -0.1, 0.0], [0.0, 0.0, 0.0], [0.1, 0.0, 0.0], [0.0, 0.1, 0.0], [0.1, 0.1, 0.1], [0.0, 0.0, 0.0], [0.1, 0.2, 0.0], [0.1, 0.0, -0.1], [0.0, -0.1, -0.2], [0.2, -0.1, 0.2], [-0.1, 0.3, 0.0], [0.2, -0.4, -0.1], [-0.5, 0.0, 0.3], [0.0, 0.2, 0.0], [0.0, 0.0, 0.1], [0.0, 0.0, 0.0], [0.0, 0.1, 0.1], [0.0, -0.1, -0.1], [0.0, 0.1, -0.1], [0.0, 0.0, 0.0], [0.1, 0.0, -0.2], [0.2, 0.0, 0.0], [-0.1, 0.2, -0.1], [0.0, -0.2, -0.2], [0.1, -0.1, 0.3], [-0.1, 0.1, -0.2], [-0.2, -0.3, 0.3], [0.1, 0.0, 0.1], [0.0, 0.0, 0.0], [0.1, 0.0, 0.0], [0.0, -0.1, 0.0], [0.0, 0.1, 0.0], [0.1, 0.1, 0.1], [0.0, 0.0, 0.0], [0.1, 0.2, 0.0], [0.1, 0.0, -0.1], [-0.1, 0.0, 0.2], [0.0, -0.2, -0.1], [0.0, 0.2, -0.1], [-0.1, -0.2, 0.1], [0.4, 0.0, -0.1], [0.2, 0.0, -0.3], [0.1, 0.0, 0.0], [0.0, 0.0, 0.0], [0.0, 0.0, -0.1], [0.0, 0.0, 0.1], [0.0, 0.1, 0.1], [0.0, 0.0, 0.0], [-0.1, 0.1, 0.1], [-0.1, -0.1, 0.0]]}


3.
{"formula": "C4H6N2O", "method": "ωB97M-V with the def2-TZVPD basis set", "relative_energy_ev": 1.336, "smiles": "Cc1cc(O)n[nH]1", "orbital_gap_ev": 9.76, "total_charge": 0, "total_energy_ev": -9272.166, "spin_multiplicity": 1, "lumo_ha": 0.0349, "symbols": ["C", "C", "C", "C", "O", "N", "N", "H", "H", "H", "H", "H", "H"], "coordinates": [[-2.0345, 0.0812, -0.0571], [-0.5668, -0.1972, -0.0759], [0.4495, -0.4321, -0.9659], [1.6139, -0.0821, -0.2251], [2.8599, 0.0134, -0.7197], [1.3691, 0.2409, 1.0194], [0.0208, 0.1882, 1.1000], [-2.1923, 0.3555, 0.9887], [-2.7109, -0.7016, -0.4104], [-2.2389, 1.0024, -0.6096], [0.4167, -0.7532, -1.9957], [3.3722, 0.4413, -0.0167], [-0.3585, -0.1568, 1.9681]], "atomic_forces_ev_per_a": [[0.0, -0.1, -0.1], [0.1, 0.2, 0.2], [0.0, 0.2, 0.0], [-0.1, 0.0, 0.0], [0.2, 0.0, 0.0], [0.3, -0.4, -0.2], [0.0, -0.1, 0.1], [-0.7, -0.3, -0.1], [0.2, 0.1, 0.2], [0.0, -0.2, -0.1], [-0.1, 0.3, 0.1], [0.1, -0.2, -0.2], [-0.1, 0.5, 0.2]]}


4.
{"formula": "C18H19NO6", "method": "ωB97M-V with the def2-TZVPD basis set", "relative_energy_ev": 17.171, "smiles": "CCOC(=O)c1c(C)[nH]c(C(=O)COC(=O)c2ccc(O)cc2)c1C", "orbital_gap_ev": 6.89, "total_charge": 0, "total_energy_ev": -32733.547, "spin_multiplicity": 1, "lumo_ha": -0.0178, "symbols": ["C", "C", "O", "C", "O", "C", "C", "C", "N", "C", "C", "O", "C", "O", "C", "O", "C", "C", "C", "C", "O", "C", "C", "C", "C", "H", "H", "H", "H", "H", "H", "H", "H", "H", "H", "H", "H", "H", "H", "H", "H", "H", "H", "H"], "coordinates": [[4.6503, 2.4469, 1.7582], [5.0453, 1.5838, 0.4435], [3.8885, 0.4563, 0.0692], [2.7219, 0.9662, -0.3916], [2.5712, 2.0549, -0.7035], [1.7530, 0.0211, -0.7255], [0.5326, 0.1784, -1.4143], [0.0419, 1.3394, -1.7905], [-0.0467, -1.0518, -1.2629], [0.5560, -1.7335, -0.4884], [0.1641, -3.4171, -0.1393], [0.7861, -4.1963, 0.3428], [-1.2521, -3.4528, -0.5204], [-2.2561, -2.4315, -0.6001], [-2.4546, -1.6347, 0.8021], [-1.8488, -1.9777, 1.7392], [-3.1675, -0.4335, 0.6360], [-3.7136, 0.0178, -0.9891], [-4.3091, 1.0625, -0.8888], [-4.4670, 1.7375, 0.1943], [-5.1638, 3.0755, -0.0164], [-3.8344, 1.7546, 1.3777], [-3.2744, 0.3657, 1.6491], [1.6932, -1.2271, -0.1942], [2.8728, -2.1261, 0.6323], [4.3202, 1.8874, 2.7862], [3.5987, 2.9873, 1.5405], [5.3800, 2.9831, 1.8804], [5.9614, 1.0967, 0.5576], [5.0426, 2.1966, -0.4665], [-0.9557, 1.6324, -1.6472], [0.6038, 2.2894, -1.8509], [0.0150, 1.0080, -2.9555], [-0.9527, -1.1719, -1.8580], [-1.4831, -4.0048, -1.3107], [-1.6425, -4.0453, 0.3673], [-3.6934, -0.9030, -1.5764], [-4.8885, 1.1657, -1.8403], [-5.4824, 3.2546, -0.7495], [-3.9378, 2.3987, 2.1797], [-2.6853, 0.0920, 2.5388], [2.5457, -2.8333, 1.1254], [3.0697, -1.3220, 1.4677], [3.6954, -2.0901, 0.2921]], "atomic_forces_ev_per_a": [[-11.0, -7.2, -1.6], [-4.9, 0.2, 0.5], [2.6, 1.7, 1.6], [2.6, -4.1, 0.1], [-0.2, 8.0, -1.1], [-1.6, -1.0, -0.2], [5.5, -5.0, 5.3], [-2.5, 5.4, -7.9], [-10.0, 8.8, -10.2], [2.4, -13.8, 6.5], [-4.3, 12.3, -5.2], [5.1, -6.6, 3.7], [-3.5, -1.3, 5.4], [0.5, 2.6, 2.6], [1.9, -2.2, -3.5], [0.5, -1.3, 1.0], [-1.6, -0.5, -7.2], [6.9, -12.1, 6.3], [-5.5, 3.2, -7.7], [-2.2, 10.8, 4.4], [5.7, -4.6, 12.4], [0.4, -5.9, -0.1], [0.5, 4.5, 1.6], [7.5, -3.1, 4.2], [-9.4, 11.8, 1.7], [1.4, 0.7, -2.7], [2.8, -0.7, 0.2], [7.5, 6.4, 1.7], [1.0, -1.4, 0.1], [0.0, 0.1, 0.5], [-1.6, -0.1, 0.9], [0.3, -1.2, 0.7], [-0.6, 1.7, 1.2], [2.0, -0.4, 2.2], [-0.4, -2.7, -3.6], [0.4, -0.1, -0.9], [0.1, 1.1, -0.6], [0.0, 1.4, 0.9], [-4.5, 1.8, -11.4], [-0.3, 1.6, 0.9], [-0.9, 0.4, 0.0], [-3.2, -7.4, 3.9], [-0.4, -1.4, -0.9], [10.7, -0.4, -5.6]]}


5.
{"formula": "C4H7NO2", "method": "ωB97M-V with the def2-TZVPD basis set", "relative_energy_ev": 3.003, "smiles": "O[C@H]1CN2C[C@]12O", "orbital_gap_ev": 10.27, "total_charge": 0, "total_energy_ev": -9844.276, "spin_multiplicity": 1, "lumo_ha": 0.0330, "symbols": ["O", "C", "C", "N", "C", "C", "O", "H", "H", "H", "H", "H", "H", "H"], "coordinates": [[2.1302, -0.0007, 0.3119], [0.7976, 0.0671, 0.7366], [0.0584, 1.3390, 0.2672], [-0.7817, 0.5732, -0.7114], [-1.5626, -0.4279, 0.0527], [-0.1441, -0.6539, -0.2263], [0.3570, -1.5732, -1.1286], [2.1708, -0.7384, -0.3167], [0.7183, -0.1899, 1.8012], [-0.5263, 1.9004, 1.0021], [0.7340, 2.0022, -0.2781], [-2.2634, -0.9712, -0.5745], [-1.9181, -0.1820, 1.0532], [0.2298, -1.1447, -1.9892]], "atomic_forces_ev_per_a": [[0.1, -0.1, -0.2], [-0.3, 0.1, 0.1], [0.0, 0.3, 0.1], [0.0, 0.2, -0.2], [-0.2, -0.1, 0.1], [0.0, -0.2, 0.1], [-0.1, 0.0, -0.1], [0.1, 0.1, 0.1], [0.0, 0.0, -0.2], [0.1, -0.1, 0.0], [-0.1, -0.1, 0.1], [0.1, 0.1, 0.1], [0.1, 0.0, -0.1], [0.1, -0.3, 0.0]]}


6.
{"formula": "C9H13MnNO2", "method": "ωB97M-V with the def2-TZVPD basis set", "relative_energy_ev": 1.412, "orbital_gap_ev": [7.47, 8.97], "total_charge": 0, "total_energy_ev": -46444.654, "spin_multiplicity": 4, "lumo_ha": [-0.0346, 0.0142], "symbols": ["C", "C", "C", "C", "C", "Mn", "N", "C", "C", "H", "H", "H", "H", "H", "H", "H", "H", "H", "H", "C", "C", "O", "O", "H", "H", "H"], "coordinates": [[-0.8435, 1.0400, -1.9769], [0.5419, 0.8359, -2.2287], [1.2855, 1.6284, -1.3074], [0.3568, 2.3207, -0.4815], [-0.9595, 1.9546, -0.8900], [0.0000, 0.0000, 0.0000], [-1.4342, -0.6766, 0.6722], [-0.0159, -2.4928, -0.1265], [0.9810, -1.9732, -0.9185], [2.3739, 1.6820, -1.2399], [0.9656, 0.2012, -3.0089], [0.6049, 2.9920, 0.3418], [-1.8907, 2.3043, -0.4428], [-1.6731, 0.5628, -2.5014], [0.8688, -1.9389, -2.0061], [-0.9397, -2.8854, -0.5606], [-2.3516, -1.0820, 0.8938], [1.9721, -1.7639, -0.5012], [0.1579, -2.7092, 0.9306], [1.2130, 0.5774, 4.1233], [0.7568, -0.0675, 2.8588], [0.5010, -1.3517, 2.8476], [0.6033, 0.6606, 1.7730], [2.1634, 0.1112, 4.4573], [0.4414, 0.4403, 4.9097], [1.3790, 1.6643, 3.9670]], "atomic_forces_ev_per_a": [[-0.1, -0.3, 0.5], [0.0, -0.2, 0.5], [-0.1, -0.3, 0.4], [0.1, -0.5, -0.1], [0.1, -0.6, 0.2], [-0.3, 1.8, -1.1], [-1.0, -0.2, 0.2], [0.8, 0.1, -0.3], [-0.5, -0.1, 0.6], [-0.5, 0.0, 0.0], [-0.2, 0.3, 0.3], [-0.1, -0.4, -0.3], [0.4, -0.1, -0.2], [0.4, 0.2, 0.2], [0.0, 0.1, 0.5], [0.3, 0.3, 0.1], [0.7, 0.3, -0.3], [-0.3, -0.2, -0.1], [0.0, 0.3, -0.3], [0.3, 0.9, 0.5], [-1.7, -4.7, -2.0], [1.2, 4.4, 0.3], [0.8, -0.6, 1.0], [-0.7, 0.2, -0.2], [0.5, 0.0, -0.5], [-0.1, -0.7, 0.2]]}


7.
{"formula": "C4H4N2", "method": "ωB97M-V with the def2-TZVPD basis set", "relative_energy_ev": 1.301, "smiles": "c1cncnc1", "orbital_gap_ev": 10.52, "total_charge": 0, "total_energy_ev": -7191.387, "spin_multiplicity": 1, "lumo_ha": 0.0205, "symbols": ["C", "C", "N", "C", "N", "C", "H", "H", "H", "H"], "coordinates": [[-1.1465, 0.0731, 0.1811], [-0.3516, 1.1252, -0.2351], [0.9679, 1.0924, -0.2457], [1.4677, -0.1266, -0.0722], [0.7872, -1.2724, -0.0866], [-0.5351, -1.1959, 0.1015], [-1.8170, 0.6600, 0.8003], [-0.8802, 2.0227, -0.5519], [2.5461, -0.1824, 0.0262], [-1.0338, -2.1714, 0.0781]], "atomic_forces_ev_per_a": [[0.9, 0.5, 0.4], [0.5, 0.3, -0.3], [0.2, -0.2, -0.8], [0.3, -0.1, -0.3], [-0.1, 0.3, 0.1], [0.0, 0.3, 0.1], [-2.0, -1.7, -0.2], [0.4, 0.3, 0.5], [0.0, -0.2, 0.0], [-0.2, 0.6, 0.4]]}


8.
{"formula": "C3H5LiO4", "method": "ωB97M-V with the def2-TZVPD basis set", "relative_energy_ev": 1.140, "orbital_gap_ev": 8.05, "total_charge": 0, "total_energy_ev": -11587.727, "spin_multiplicity": 1, "lumo_ha": -0.0020, "symbols": ["H", "C", "C", "O", "H", "H", "H", "Li", "O", "C", "O", "O", "H"], "coordinates": [[1.1297, -1.5944, -0.9800], [1.5515, -0.7666, -0.2869], [0.3680, -0.8522, 0.6658], [1.7810, 0.4527, -0.8164], [2.4062, -1.2178, 0.2751], [0.4502, -0.1169, 1.4788], [0.2500, -1.8554, 1.0954], [0.9449, 1.9038, 0.0428], [-0.9447, -0.5022, 0.0283], [-1.4186, 0.6907, -0.1557], [-1.0211, 1.7135, 0.3835], [-2.5330, 0.6401, -0.8765], [-2.9639, 1.5049, -0.8542]], "atomic_forces_ev_per_a": [[1.3, 0.9, -0.2], [-1.5, -1.4, -0.6], [-0.5, 1.6, 1.2], [-0.5, 0.8, 0.6], [-0.3, 0.1, -0.2], [0.1, -0.2, 0.1], [-0.3, 0.3, -0.3], [0.1, -0.7, -0.5], [0.5, -1.3, -0.8], [0.0, -0.7, 1.2], [0.8, 0.7, -0.3], [-0.1, -0.1, -0.2], [0.2, 0.1, 0.0]]}